one) Density functional theory data (wB97M-V/def2-TZVPD) for one molecule with the formula C17H14N2O2.

Positions of all 35 atoms, in Å:
O -1.8350 -2.4833 2.4636
C -1.5836 -1.2847 2.2941
O -1.5445 -0.3657 3.2088
N -1.5882 0.8886 2.5837
C -1.7924 0.7889 1.2946
C -2.0357 1.8868 0.3182
C -2.4290 1.6723 -1.0147
C -2.7491 2.8549 -1.8185
C -2.5960 4.1470 -1.2771
C -2.0807 4.3123 -0.0090
C -1.8590 3.1384 0.8141
C -1.7349 -0.6513 0.8554
C -0.3777 -0.8287 0.1937
C 0.8128 -0.2795 0.5035
N 1.9828 -0.6217 -0.1877
C 3.2275 -0.7243 0.4044
C 3.4241 -0.9528 1.8101
C 4.6682 -1.0387 2.3622
C 5.8604 -0.8170 1.6408
C 5.7233 -0.5779 0.2610
C 4.4049 -0.5980 -0.3398
H -2.5127 0.6296 -1.3368
H -3.2332 2.8235 -2.7454
H -2.8796 5.0406 -1.7963
H -1.9961 5.3048 0.3999
H -1.5626 3.3233 1.7746
H -2.6515 -1.0347 0.4188
H -0.3570 -1.5112 -0.5998
H 0.8464 0.4856 1.2549
H 1.7469 -1.0282 -1.1075
H 2.5287 -0.8924 2.4311
H 4.8994 -1.4377 3.3707
H 6.8632 -0.9375 1.9990
H 6.5010 -0.3561 -0.4806
H 4.4303 -0.3540 -1.4229

HOMO: -0.293 Eh
structure (SMILES): O=C1ON=C(c2ccccc2)[C@H]1/C=C/Nc1ccccc1
frontier orbital gap: 7.99 eV

=====

two) Density functional theory data (wB97M-V/def2-TZVPD) for one molecule with the formula C17H14N2O2.

Positions of all 35 atoms, in Å:
C 2.6975 1.3178 -1.9115
C 2.2167 0.3407 -0.8425
C 2.2734 0.9980 0.5526
O 2.9481 1.9780 0.7461
C 1.5455 0.2987 1.6411
C 1.0996 1.0745 2.7101
C 0.3835 0.5000 3.7416
C 0.1159 -0.8595 3.7252
C 0.5756 -1.6417 2.6786
C 1.2847 -1.0695 1.6379
N 0.8670 -0.1154 -1.1373
C 0.6342 -1.2757 -1.8037
N -0.5105 -1.7345 -2.1321
C -1.6166 -0.9954 -1.7955
C -2.8881 -1.4677 -2.1371
C -4.0041 -0.7353 -1.8035
C -3.8848 0.4776 -1.1245
C -2.6423 0.9585 -0.7811
C -1.4980 0.2296 -1.1131
C -0.1771 0.7239 -0.7555
O 0.0600 1.7607 -0.1642
H 2.0427 2.1856 -1.9305
H 3.7007 1.6540 -1.6661
H 2.7008 0.8436 -2.8907
H 2.8740 -0.5375 -0.8164
H 1.3121 2.1321 2.6959
H 0.0327 1.1107 4.5602
H -0.4458 -1.3117 4.5292
H 0.3801 -2.7040 2.6708
H 1.6501 -1.7034 0.8430
H 1.5095 -1.8557 -2.0713
H -2.9623 -2.4071 -2.6613
H -4.9849 -1.1014 -2.0691
H -4.7714 1.0382 -0.8696
H -2.5187 1.8934 -0.2558

HOMO: -0.326 Eh
structure (SMILES): C[C@@H](C(=O)c1ccccc1)n1cnc2ccccc2c1=O
frontier orbital gap: 9.24 eV

=====

Which one is most stable, and which one is least stable? two) is the most stable of them, while one) is the least stable.

=====

one) Density functional theory data (wB97M-V/def2-TZVPD) for one molecule with the formula BrFHN.

Positions of all 4 atoms, in Å:
F -0.4438 -0.3982 1.3117
N 0.3096 0.0894 0.0752
Br -0.7830 0.9648 -1.0554
H 0.9171 -0.6560 -0.3315

HOMO: -0.361 Eh
structure (SMILES): FNBr
frontier orbital gap: 9.66 eV

=====

two) Density functional theory data (wB97M-V/def2-TZVPD) for a 2-piece molecular cluster, BrFHN overall.

Positions of all 4 atoms, in Å:
N -0.3193 -0.3547 0.4484
F -0.2549 -1.4891 -0.3063
Br -1.4487 0.9065 -0.1026
H 2.0229 0.9372 -0.0395

HOMO (spin up / spin down): -0.372 / -0.396 Eh
frontier orbital gap (spin up / spin down): 10.20 / 9.60 eV

=====

Which one is most stable, and which one is least stable? one) is the most stable of them, while two) is the least stable.

=====

one) Density functional theory data (wB97M-V/def2-TZVPD) for one molecule with the formula C7H9NO.

Positions of all 18 atoms, in Å:
C -3.5328 0.1575 -0.0417
O -2.1322 0.4421 -0.1404
C -1.3509 -0.6628 0.1056
C 0.0935 -0.2743 0.0259
C 0.5416 1.0245 0.1011
C 1.9135 1.3215 0.0574
C 2.7963 0.2790 -0.0528
C 2.2893 -0.9820 -0.0887
N 1.0058 -1.2909 0.0227
H -3.6856 -0.2053 1.0354
H -3.9161 -0.6567 -0.8918
H -4.0654 1.0880 -0.3526
H -1.7479 -1.1891 1.2543
H -1.7063 -1.5112 -0.4782
H -0.0212 1.7916 0.0384
H 2.1445 2.4355 0.1506
H 3.7257 0.3214 -0.3485
H 2.7865 -1.7549 -0.0850

HOMO: -0.343 Eh
structure (SMILES): COCc1ccccn1
frontier orbital gap: 10.22 eV

=====

two) Density functional theory data (wB97M-V/def2-TZVPD) for one molecule with the formula C7H9NO.

Positions of all 18 atoms, in Å:
O -2.0693 -1.7614 0.6031
C -1.0846 -1.1209 0.3423
C 0.3570 -1.5610 0.7085
N 1.3550 -0.5817 0.3831
C 1.0558 0.8205 0.5703
C -0.3846 1.2082 0.7551
C -1.0935 0.2768 -0.2739
C -0.1320 0.3211 -1.4658
C 1.2192 0.2515 -0.8072
H 0.3628 -1.6105 1.8322
H 0.5641 -2.5696 0.2995
H 1.8632 1.3579 1.0225
H -0.5896 2.2255 0.3908
H -0.8355 1.0677 1.7732
H -2.1228 0.6051 -0.5256
H -0.2794 1.2165 -2.1061
H -0.3155 -0.5430 -2.1191
H 2.1296 0.3973 -1.3829

HOMO: -0.323 Eh
structure (SMILES): O=C1CN2[C@@H]3C[C@H]1C[C@@H]32
frontier orbital gap: 9.66 eV

=====

Which one is most stable, and which one is least stable? two) is the most stable of them, while one) is the least stable.

=====

one) Density functional theory data (wB97M-V/def2-TZVPD) for a 12-piece molecular cluster, C7H34O11 overall.

Positions of all 52 atoms, in Å:
C 0.5183 -1.3419 -0.9871
C 1.2815 -0.3717 -0.4861
C 2.5831 -0.1540 -1.2722
C 0.9109 0.5933 0.7029
C 0.6612 1.9145 0.0639
C 0.0074 3.0173 0.5431
C -0.7064 3.8015 -0.4977
H 0.6765 -2.2783 -1.4025
H -0.5275 -1.3189 -0.4687
H 3.1591 -1.0535 -1.2782
H 2.3165 0.1124 -2.3172
H 3.3490 0.4916 -1.1265
H 1.8263 0.5831 1.4081
H 0.0502 0.1434 1.4437
H 1.1268 2.1183 -0.8452
H -0.1713 3.4416 1.5425
H -0.9735 4.7785 -0.0718
H -1.4358 3.2599 -1.0842
H 0.0190 4.1851 -1.2639
O -1.5940 -1.7174 3.1415
H -2.2884 -2.2802 3.4371
H -1.1692 -2.3008 2.3563
O -1.4226 -2.7547 -2.4587
H -2.3303 -3.1173 -2.7764
H -1.6592 -2.5278 -1.4820
O -2.6818 1.7560 -2.1645
H -2.2124 2.4301 -2.7473
H -3.5929 1.7250 -2.3588
O 0.4494 2.0903 3.5100
H 0.8964 2.8568 3.1102
H -0.1313 1.7427 2.9274
O 0.6451 -1.1067 -4.2705
H 0.9268 -0.7640 -3.3983
H 0.2389 -1.9666 -4.1197
O -3.6334 -0.6820 -0.9213
H -2.9544 0.0046 -0.9252
H -3.2610 -1.4829 -1.3321
O 3.8786 0.2818 1.8972
H 3.7702 0.8634 2.6980
H 3.2375 0.4302 1.1828
O -1.1182 1.1753 -4.2144
H -2.0135 1.0584 -3.8298
H -0.9393 0.2438 -4.5265
O -1.4304 0.6597 2.5239
H -1.8954 0.2975 1.7833
H -1.3581 -0.0179 3.0705
O 0.3474 -3.4201 2.1537
H 0.8394 -2.6826 2.5696
H 0.7966 -3.4416 1.2883
O 2.5797 -2.1556 2.6314
H 3.3796 -1.7899 2.2075
H 2.6112 -1.5120 3.3016

HOMO: -0.316 Eh
structure (SMILES): C=C(C)C/C=C/C.O.O.O.O.O.O.O.O.O.O.O
frontier orbital gap: 8.52 eV

=====

two) Density functional theory data (wB97M-V/def2-TZVPD) for a 11-piece molecular cluster, C7H34O11 overall.

Positions of all 52 atoms, in Å:
C -4.3196 1.7616 -1.6994
C -3.0671 0.9456 -1.7251
C -2.0403 1.1377 -0.8857
C -1.9100 2.2537 0.0920
C -0.7956 0.2228 -1.0159
C -1.2316 -1.0378 -0.2634
C -0.4393 -2.3217 -0.6134
O 0.1859 -2.8945 0.5852
H -4.4757 2.4248 -0.8534
H -4.6071 2.2573 -2.6212
H -5.1647 1.0939 -1.4330
H -3.1364 0.0129 -2.2731
H -1.0914 2.9505 -0.0984
H -2.8114 2.8342 0.2390
H -1.7452 1.8301 1.0938
H 0.1395 0.6341 -0.6492
H -0.6540 0.1234 -2.0939
H -1.2562 -0.8802 0.8131
H -2.2140 -1.3611 -0.6111
H -1.0829 -3.1902 -0.7547
H 0.3021 -2.2782 -1.4167
H 0.8727 -2.2803 0.8524
O -1.6107 -0.3751 2.9416
H -2.2088 -1.1144 2.7932
H -1.6022 -0.4737 3.9032
O -0.4351 1.4220 -4.3012
H -1.3403 1.7157 -4.4315
H 0.0012 1.3502 -5.1443
O 3.8996 -2.9155 -0.0728
H 3.4991 -3.6785 0.3469
H 3.5464 -2.7398 -0.9301
O 1.7445 -0.5396 4.0916
H 1.6950 -0.7851 3.1693
H 2.3720 -1.0682 4.5733
O 3.8571 -1.8237 -2.6920
H 3.4348 -1.0842 -3.1457
H 4.7559 -1.6277 -2.6303
O 2.6434 0.8126 -4.2044
H 2.1160 1.4669 -3.7246
H 2.1585 0.7903 -5.0369
O -4.1936 -1.4894 3.7275
H -4.5918 -0.9827 4.4374
H -3.8316 -2.3172 4.0514
O 3.2888 -0.1080 1.8328
H 3.7821 -0.5363 1.1297
H 3.7087 0.7098 2.0841
O 2.2644 2.2712 -0.0474
H 1.4619 2.0565 0.4440
H 2.3869 1.4504 -0.5403
O 2.6688 2.1866 4.2941
H 2.6113 1.6884 3.4775
H 2.4600 1.4999 4.9359

HOMO: -0.316 Eh
structure (SMILES): C/C=C(\C)CCCO.O.O.O.O.O.O.O.O.O.O
frontier orbital gap: 8.68 eV

=====

Which one is most stable, and which one is least stable? two) is the most stable of them, while one) is the least stable.

=====

one) Density functional theory data (wB97M-V/def2-TZVPD) for one molecule with the formula C21H25ClFNO2.

Positions of all 51 atoms, in Å:
C -6.2332 -1.4285 -0.9987
O -5.3636 -0.5906 -0.2752
C -4.1465 -1.0744 0.0895
C -3.6729 -2.3484 -0.2047
C -2.4146 -2.7280 0.2315
C -1.6374 -1.8375 0.9418
F -0.4155 -2.2469 1.3635
C -2.0760 -0.5516 1.2467
C -1.1805 0.4360 1.9570
N -0.3993 1.2830 1.0647
C -1.1927 2.2085 0.2741
C -0.2738 3.2376 -0.3784
C 0.7828 2.5445 -1.2343
C 1.5326 1.4480 -0.4611
C 2.4844 2.0346 0.6009
O 1.8666 2.7852 1.6099
C 2.3679 0.6358 -1.4826
C 3.1257 -0.5189 -0.8925
C 2.5270 -1.7646 -0.7388
C 3.2202 -2.8190 -0.1722
C 4.5308 -2.6577 0.2407
C 5.1349 -1.4238 0.0672
Cl 6.7805 -1.2032 0.5560
C 4.4476 -0.3611 -0.4929
C 0.5035 0.5281 0.2106
C -3.3405 -0.1935 0.8131
H -5.8036 -1.7165 -1.9635
H -7.1339 -0.8409 -1.1677
H -6.4898 -2.3280 -0.4305
H -4.2675 -3.0543 -0.7611
H -2.0340 -3.7155 0.0227
H -0.4744 -0.1048 2.5939
H -1.7866 1.0927 2.5866
H -1.7684 1.6806 -0.5065
H -1.8979 2.7138 0.9385
H -0.8693 3.9075 -1.0016
H 0.2133 3.8297 0.3949
H 0.2913 2.0848 -2.0972
H 1.4950 3.2816 -1.6091
H 3.2029 2.7063 0.1200
H 3.0448 1.2008 1.0534
H 1.0614 2.3029 1.8663
H 1.6882 0.2559 -2.2490
H 3.0689 1.3209 -1.9634
H 1.5095 -1.9140 -1.0658
H 2.7364 -3.7760 -0.0497
H 5.0787 -3.4741 0.6834
H 4.9435 0.5889 -0.6195
H -0.0551 -0.0121 -0.5749
H 1.0248 -0.2081 0.8267
H -3.7362 0.7846 1.0372

HOMO: -0.319 Eh
structure (SMILES): COc1ccc(F)c(CN2CCC[C@](CO)(Cc3cccc(Cl)c3)C2)c1
frontier orbital gap: 9.31 eV

=====

two) Density functional theory data (wB97M-V/def2-TZVPD) for one molecule with the formula C21H25ClFNO2.

Positions of all 51 atoms, in Å:
O -2.3552 -2.1723 -1.2374
C -2.1821 -1.5892 0.0285
C -3.5579 -1.3146 0.6583
O -4.1835 -0.3376 -0.1521
C -5.4374 0.0710 0.1503
C -6.1921 -0.3725 1.2304
C -7.4713 0.1132 1.4478
C -7.9948 1.0478 0.5778
F -9.2386 1.5229 0.7848
C -7.2743 1.5148 -0.5089
C -6.0014 1.0222 -0.7137
Cl -5.0686 1.5732 -2.0524
C -1.3376 -0.3025 -0.0087
N 0.0796 -0.5950 0.0527
C 0.5769 -1.1997 -1.1715
C 2.0127 -1.6730 -0.9758
C 2.9134 -0.5010 -0.5914
C 4.3562 -0.9684 -0.3451
C 5.2746 0.1908 -0.0885
C 5.7204 0.9776 -1.1439
C 6.5402 2.0680 -0.9172
C 6.9278 2.3889 0.3728
C 6.4917 1.6114 1.4314
C 5.6708 0.5214 1.2009
C 2.3188 0.1687 0.6452
C 0.8710 0.5746 0.3893
H -2.8636 -1.5530 -1.7773
H -1.6579 -2.3358 0.6327
H -3.4437 -0.9545 1.6875
H -4.1469 -2.2407 0.6573
H -5.7876 -1.1022 1.9123
H -8.0566 -0.2311 2.2848
H -7.7016 2.2446 -1.1767
H -1.6105 0.2784 -0.9084
H -1.5893 0.3009 0.8665
H -0.0604 -2.0480 -1.4216
H 0.5377 -0.4793 -2.0107
H 2.3666 -2.1424 -1.8956
H 2.0320 -2.4189 -0.1797
H 2.9200 0.2252 -1.4128
H 4.6989 -1.5173 -1.2258
H 4.3686 -1.6509 0.5069
H 5.4246 0.7286 -2.1535
H 6.8799 2.6687 -1.7487
H 7.5689 3.2396 0.5513
H 6.7922 1.8544 2.4405
H 5.3350 -0.0826 2.0320
H 2.9012 1.0507 0.9175
H 2.3414 -0.5336 1.4803
H 0.4536 1.0261 1.2936
H 0.8380 1.3322 -0.4162

HOMO: -0.317 Eh
structure (SMILES): O[C@H](COc1ccc(F)cc1Cl)CN1CCC(Cc2ccccc2)CC1
frontier orbital gap: 9.34 eV

=====

Which one is most stable, and which one is least stable? one) is the most stable of them, while two) is the least stable.

=====

one) Density functional theory data (wB97M-V/def2-TZVPD) for a 2-piece molecular cluster, C2H4O4 overall.

Positions of all 10 atoms, in Å:
O 1.5259 0.3908 0.2411
C 1.3383 1.0820 1.1920
O 0.4429 0.8557 2.1420
H 1.9650 1.9253 1.3849
H 0.2750 1.6243 2.6935
O -2.1836 -0.5740 -1.0787
C -1.4050 -1.4161 -1.4403
O -0.2187 -1.1770 -1.9774
H -1.6788 -2.4752 -1.3813
H -0.0610 -0.2358 -1.7758

HOMO: -0.388 Eh
structure (SMILES): O=CO.O=CO
frontier orbital gap: 10.99 eV

=====

two) Density functional theory data (wB97M-V/def2-TZVPD) for a 2-piece molecular cluster, C2H4O4 overall.

Positions of all 10 atoms, in Å:
O -1.4701 -2.9428 -2.4629
C -0.9794 -2.5254 -1.4374
O -1.4563 -1.4533 -0.7247
H -0.2224 -3.0961 -0.8639
H -0.9941 -1.4672 0.1574
O -0.4557 2.4184 0.4504
C 0.6932 2.2333 0.7908
O 1.3900 2.9854 1.6652
H 1.3646 1.4343 0.4185
H 2.1302 2.4132 2.0066

HOMO: -0.402 Eh
structure (SMILES): O=CO.O=CO
frontier orbital gap: 11.03 eV

=====

three) Density functional theory data (wB97M-V/def2-TZVPD) for one molecule with the formula C2H4O4.

Positions of all 10 atoms, in Å:
C 0.1729 -1.4797 0.5492
C 0.4484 -0.2993 -0.2492
O 0.9330 -0.0131 -1.2798
O -0.0662 0.9062 0.6396
O 0.1523 2.1184 0.0322
O -0.9196 2.3129 -0.8870
H 0.2460 -2.3405 0.0609
H -0.7536 -1.2814 1.0297
H 0.8605 -1.3450 1.3614
H -1.0737 1.4213 -1.2569

HOMO: -0.366 Eh
structure (SMILES): CC(=O)OOO
frontier orbital gap: 10.54 eV

=====

four) Density functional theory data (wB97M-V/def2-TZVPD) for a 2-piece molecular cluster, C2H4O4 overall.

Positions of all 10 atoms, in Å:
O 2.6296 -0.2831 -0.1490
C 1.7663 -0.5179 0.6260
O 0.9724 0.4809 1.1844
H 1.4704 -1.4335 1.1435
H 0.2714 0.6558 0.4823
O -2.7341 -0.3056 -0.0559
C -1.7742 0.3067 -0.3431
O -0.1931 0.2718 -0.8986
H -1.8865 1.3497 -0.6602
H -0.5220 -0.5247 -1.3294

HOMO: -0.390 Eh
structure (SMILES): O=CO.O=CO
frontier orbital gap: 10.29 eV

=====

Which one is most stable, and which one is least stable? one) is the most stable of them, while three) is the least stable.